{
  "formula": "C3HINO3",
  "method": "ωB97M-V/def2-TZVPD",
  "symbols": ["C", "C", "C", "N", "O", "O", "O", "I", "H"],
  "positions_angstrom": [[-2.182, -0.098, -0.871], [-2.073, 0.697, 0.276], [2.023, 0.098, -0.247], [1.076, 0.762, -0.358], [-3.351, 0.420, 0.071], [3.081, -0.451, -0.347], [-1.387, 1.220, 1.110], [-1.938, 1.058, -2.693], [0.405, 1.125, 0.276]],
  "lumo_energy_ev": 3.1,
  "homo_lumo_gap_ev": 6.903,
  "total_charge": -1,
  "total_energy_ev": -18859.7975,
  "de_lowest_kj_mol": 198.3,
  "fmax_ev_per_a": 4.89,
  "mol_weight_g_mol": 225.9
}